[1]
DFT (ωB97M-V/def2-TZVPD) results for an isolated molecule of C3H6N2O in a non-equilibrium geometry.

Calculated values
- E_LUMO: 0.455 eV
- Relative energy (zero: lowest compared OMol25 entry of this formula, charge and spin): 456.3 kJ/mol
- E_tot: -8231.96992 eV
- SMILES: [H]/N=N/C(O)=C\C
- Net charge: 0
- Orbital gap: 8.946 eV

Element x y z (Å)
O: 0.944 1.531 -1.153
N: 1.682 2.475 0.989
N: 1.153 1.437 1.295
C: -0.239 -0.382 -0.655
C: -1.036 -1.528 -0.006
C: 0.461 0.731 -0.210
H: 1.232 2.392 -0.809
H: -1.821 -1.614 -0.735
H: -0.301 -0.281 -1.719
H: -0.429 -2.571 0.110
H: -1.592 -1.352 0.929
H: 2.248 2.718 1.859

Force components x, y, z for each atom (eV/Å):
O -0.1101 0.1510 -1.1374
N 1.1876 0.2085 1.0826
N -1.8916 -2.9480 -1.7134
C 1.0181 1.6774 3.0469
C 1.5098 -1.0239 0.0026
C 0.1642 -0.0743 0.7152
H 0.1226 -0.0577 0.4070
H -0.4304 -0.9023 -0.2981
H -0.1101 -0.3431 -0.5097
H -1.4183 2.5357 -0.4380
H 0.7973 0.3309 -0.1088
H -0.8389 0.4457 -1.0490

Atom charges from the Löwdin analysis, given in e for atoms 1 to 8: -0.031 -0.011 0.024 -0.115 -0.119 -0.225 0.065 0.040

---

[2]
DFT (ωB97M-V/def2-TZVPD) results for an isolated molecule of C3H6N2O in a non-equilibrium geometry.

Calculated values
- E_LUMO: 0.671 eV
- Relative energy (zero: lowest compared OMol25 entry of this formula, charge and spin): 151.1 kJ/mol
- E_tot: -8235.13221 eV
- SMILES: N#C[C@H](O)CN
- Net charge: 0
- Orbital gap: 10.668 eV

Element x y z (Å)
O: 1.101 -0.332 1.227
N: 2.507 0.692 -1.697
N: -1.510 -0.649 0.554
C: -0.652 -0.088 -0.482
C: 1.687 0.604 -0.886
C: 0.640 0.454 0.156
H: -1.278 -0.269 1.465
H: 0.455 1.444 0.588
H: -0.392 -0.868 -1.212
H: -1.113 0.736 -1.051
H: -2.487 -0.461 0.368
H: 1.043 -1.264 0.970

Force components x, y, z for each atom (eV/Å):
O 0.0317 -0.2588 -0.0575
N -0.8140 -0.0720 0.7504
N -0.1426 0.1411 0.0195
C 0.1469 0.0398 -0.1728
C 0.7068 0.1052 -0.6583
C -0.0896 0.1768 -0.1288
H -0.0676 -0.0128 -0.0443
H 0.0103 -0.1182 -0.0949
H -0.0316 0.1242 0.1477
H 0.1131 -0.1725 0.1354
H 0.0914 -0.0554 0.0245
H 0.0451 0.1026 0.0791

Atom charges from the Löwdin analysis, given in e for atoms 1 to 8: -0.017 0.158 0.002 -0.239 -0.157 -0.389 0.068 0.153

---

[3]
DFT (ωB97M-V/def2-TZVPD) results for an isolated molecule of C3H6N2O.

Calculated values
- E_LUMO: 0.942 eV
- Relative energy (zero: lowest compared OMol25 entry of this formula, charge and spin): 153.5 kJ/mol
- E_tot: -8235.10831 eV
- SMILES: C=NNC(C)=O
- Net charge: 0
- Orbital gap: 10.491 eV

Element x y z (Å)
O: 2.008 -1.321 -0.003
N: -0.162 -0.743 -0.009
N: -1.162 0.169 -0.012
C: -2.355 -0.274 0.004
C: 1.558 1.041 0.000
C: 1.187 -0.425 -0.007
H: -3.152 0.455 -0.013
H: 0.694 1.708 -0.021
H: 2.208 1.243 -0.858
H: -2.597 -1.339 0.021
H: -0.375 -1.741 0.000
H: 2.148 1.227 0.898

Force components x, y, z for each atom (eV/Å):
O -0.3317 0.2699 -0.0058
N 0.2191 -0.3276 0.0255
N -0.2600 -0.0981 -0.0080
C 0.3631 0.1171 -0.0426
C -0.0619 0.0340 -0.0919
C 0.0270 0.0717 -0.0300
H -0.0359 -0.0143 0.0312
H 0.1755 -0.1871 0.0036
H -0.1354 -0.1108 0.1294
H 0.0183 0.0410 -0.0013
H 0.0481 0.2146 -0.0025
H -0.0261 -0.0106 -0.0076

Atom charges from the Löwdin analysis, given in e for atoms 1 to 8: 0.048 0.014 -0.034 -0.037 -0.005 -0.504 0.061 0.061

---

[4]
DFT (ωB97M-V/def2-TZVPD) results for a structure of composition C3H6N2O in a non-equilibrium geometry.

Calculated values
- E_LUMO (spin up / spin down): -0.630 / -0.631 eV
- Relative energy (zero: lowest compared OMol25 entry of this formula, charge and spin): 562.5 kJ/mol
- E_tot: -8230.86904 eV
- Net charge: 0
- Orbital gap (spin up / spin down): 8.381 / 8.379 eV

Element x y z (Å)
O: -1.664 0.936 2.055
N: 0.264 1.477 0.453
N: 0.625 0.981 -1.862
C: 0.336 -1.196 -0.220
C: 0.411 0.717 -0.652
C: -0.958 0.211 1.487
H: 0.940 -1.517 0.657
H: -0.941 -0.918 1.671
H: 0.883 -1.495 -1.105
H: 0.032 2.476 0.200
H: -0.581 -1.848 -0.200
H: 0.653 0.175 -2.482

Force components x, y, z for each atom (eV/Å):
O -0.4772 -0.7840 0.0782
N -0.8620 -2.1161 0.3112
N -0.3289 0.3486 0.3794
C 0.6729 1.1744 -0.9456
C -0.2432 -3.8009 0.1479
C 0.0148 3.2332 0.7895
H -0.2066 0.6576 -0.3973
H 0.9367 1.4508 -1.0355
H 0.1876 -0.2958 -0.1167
H -0.2052 -1.3053 0.6652
H 0.3454 1.2561 -0.1615
H 0.1656 0.1815 0.2852

Atom charges from the Löwdin analysis, given in e for atoms 1 to 8: 0.108 0.057 0.077 -0.083 -0.490 -0.036 0.037 0.141

---

[5]
DFT (ωB97M-V/def2-TZVPD) results for a cluster of 2 separate species, C3H6N2O in total in a non-equilibrium geometry.

Calculated values
- E_LUMO: 0.543 eV
- Relative energy (zero: lowest compared OMol25 entry of this formula, charge and spin): 333.3 kJ/mol
- E_tot: -8233.24432 eV
- Net charge: 0
- Orbital gap: 10.077 eV

Element x y z (Å)
O: -0.683 -1.177 0.551
N: -2.944 1.313 -0.107
N: 2.562 0.523 0.490
C: -2.396 0.302 -0.238
C: -1.677 -0.990 -0.401
C: 1.360 0.756 0.037
H: -2.410 -1.797 -0.300
H: 3.338 1.184 0.497
H: 2.779 -0.382 0.894
H: -1.297 -1.016 -1.433
H: 0.030 -0.504 0.361
H: 1.339 1.789 -0.350

Force components x, y, z for each atom (eV/Å):
O 0.2142 0.0841 0.0190
N 0.5587 -1.0027 -0.1474
N -0.1672 -0.0326 -0.0140
C -0.5020 0.8538 0.1364
C -0.2795 0.0088 -0.1570
C 0.4601 0.1206 0.0810
H 0.0545 0.1270 -0.0389
H -0.1831 -0.0566 -0.0585
H -0.0479 0.1152 -0.0504
H -0.0279 -0.0033 0.1159
H -0.0576 -0.1003 0.0698
H -0.0224 -0.1140 0.0441

Atom charges from the Löwdin analysis, given in e for atoms 1 to 8: -0.121 0.125 0.010 -0.194 -0.295 0.014 0.119 0.105

---

[6]
DFT (ωB97M-V/def2-TZVPD) results for a cluster of 2 separate species, C3H6N2O in total in a non-equilibrium geometry.

Calculated values
- E_LUMO: 0.436 eV
- Relative energy (zero: lowest compared OMol25 entry of this formula, charge and spin): 95.1 kJ/mol
- E_tot: -8235.71259 eV
- SMILES: c1c[nH]cn1.O
- Net charge: 0
- Orbital gap: 9.209 eV

Element x y z (Å)
O: -2.257 0.418 -1.834
N: -0.064 0.143 0.690
N: 1.889 -0.605 1.452
C: 0.799 0.083 -0.388
C: 1.993 -0.339 0.089
C: 0.659 -0.346 1.754
H: 2.980 -0.311 -0.348
H: 0.230 -0.421 2.747
H: -1.051 -0.044 0.616
H: -2.906 -0.271 -1.658
H: -2.767 1.232 -1.772
H: 0.495 0.461 -1.347

Force components x, y, z for each atom (eV/Å):
O -0.1399 -0.0263 0.2064
N 0.3277 -1.0134 0.2602
N 0.2567 0.0299 -0.2132
C -0.1356 0.4601 -0.3668
C 0.2869 0.3915 0.7810
C -0.3923 0.2089 0.2574
H -0.2437 -0.2755 -0.3125
H 0.0061 -0.1000 -0.1813
H -0.0771 0.4954 -0.1600
H 0.0584 -0.0727 -0.0998
H 0.0749 0.0803 -0.0466
H -0.0223 -0.1781 -0.1250

Atom charges from the Löwdin analysis, given in e for atoms 1 to 8: -0.054 0.038 0.039 -0.134 -0.158 -0.236 0.092 0.112